No. 1
The following is a quantum chemistry calculation of 6 unconnected molecules or ions with the total composition C2H14O6, from the OMol25 dataset.

Last column: Mulliken charge in e.
Element x y z (Å)
H 3.959 -1.581 1.531  0.33
O -0.528 -4.660 2.998  -0.63
H 0.576 1.838 -0.384  0.28
H -3.193 2.732 -0.142  0.38
H -2.480 0.959 -2.521  0.08
H 0.854 -0.384 2.540  0.29
C -2.709 2.276 -0.990  0.15
H 0.219 -5.255 3.235  0.33
H 0.071 0.166 -3.012  0.33
O -0.723 0.454 -3.501  -0.67
H -1.000 1.145 -2.885  0.35
H 2.038 2.092 -0.264  0.30
H -1.480 3.535 -1.727  0.30
O 4.132 -2.528 1.515  -0.64
C -3.206 1.434 -1.872  -0.67
H 0.016 -3.876 2.838  0.31
H 3.246 -2.921 1.484  0.31
O -1.418 2.789 -1.110  -0.46
O 1.608 -0.532 1.960  -0.61
H -4.206 0.962 -1.838  0.25
O 1.310 1.693 0.227  -0.62
H 1.940 0.349 1.708  0.32

Output
Spin multiplicity: 1
Total energy: -535.972598 a.u.
Energy relative to the best compared isomer or geometry (same formula, charge and spin): 139.4 kJ/mol
HOMO level: -10.5 eV
Net charge: 0
Frontier orbital gap: 10.71 eV
Structure (SMILES): C=CO.O.O.O.O.O

No. 2
The following is a quantum chemistry calculation of a molecular structure, C31H26BrFMoN6O4S, from the OMol25 dataset.

Last column: Löwdin spin population.
Element x y z (Å)
H -2.004 -3.701 -3.287  0.00
N 0.291 -0.016 -2.389  0.00
Mo -1.291 0.337 -0.945  1.69
H -2.163 3.768 -2.950  0.00
C 1.154 3.144 -4.917  0.00
H -4.144 4.734 -2.271  0.00
C 3.374 -0.106 3.957  0.00
H 3.120 -0.443 -4.984  0.00
H 4.462 -3.150 5.102  0.00
N -1.216 2.120 -2.180  0.00
H 1.371 3.998 -5.542  0.00
C 2.326 -0.326 -4.258  0.01
C 2.084 1.653 2.169  0.00
C 2.386 -0.587 3.074  0.00
H 1.599 2.329 1.481  0.00
H 4.433 1.639 4.594  0.00
C 3.675 1.237 3.934  0.00
C 0.120 3.244 -3.961  0.00
C -3.181 3.143 -1.178  0.00
H 2.013 -2.651 5.031  0.00
N -3.248 -2.856 -2.022  0.00
C 2.592 -2.856 4.125  0.00
H 2.926 -4.541 2.800  0.00
C 0.984 -1.138 -2.460  0.01
C -3.819 -1.668 -1.957  0.01
H -0.404 4.186 -3.872  0.00
C -4.157 4.138 -1.367  0.01
N -1.954 -3.060 -2.502  0.00
H -5.601 -2.409 -1.245  0.00
H 2.964 -4.903 4.524  0.00
H 3.669 -0.980 5.881  0.00
F 3.347 3.390 3.077  0.00
H 0.885 -3.430 2.233  0.00
O -0.511 -3.451 0.239  0.00
O 0.265 0.619 0.396  0.05
O -1.385 -1.477 -0.219  0.05
H -4.127 2.064 1.896  0.00
H 5.143 -0.705 4.977  0.00
C 4.109 -1.036 4.881  0.00
H 2.544 -2.276 -3.402  0.00
H -5.509 -0.694 -1.444  0.00
Br -6.440 5.665 -0.675  0.00
C 0.580 0.997 -3.259  0.00
C 3.022 2.098 3.055  0.00
O -2.265 1.446 0.237  0.03
C 2.453 -4.322 3.758  0.00
C 1.877 1.994 -5.051  0.00
H -3.751 -3.648 -1.640  0.00
H -5.864 3.791 1.524  0.00
H -1.406 -3.472 -1.748  0.00
S -3.098 -0.192 -2.536  0.05
C -0.500 -2.250 0.403  0.01
N -5.059 -1.592 -1.484  0.00
C -2.150 3.019 -2.163  0.03
C -0.186 2.177 -3.161  0.00
N 2.026 -1.942 3.074  0.01
H 0.718 -1.925 -1.768  0.00
C 0.776 -0.203 1.232  0.01
H 4.608 -2.577 3.446  0.00
C 4.038 -2.463 4.372  0.00
C -5.113 3.603 0.768  0.01
C 2.014 -1.335 -3.390  0.00
C 1.607 0.888 -4.210  0.00
C 1.758 0.290 2.172  0.00
H 1.421 -4.668 3.740  0.00
C -4.150 2.637 0.980  0.00
C 0.476 -1.576 1.288  0.01
C -5.121 4.353 -0.412  0.00
C 1.130 -2.380 2.211  0.00
H 2.669 1.919 -5.784  0.00
C -3.192 2.387 0.004  0.01

Output
Spin multiplicity: 3
Total energy: -4966.382871 a.u.
Energy relative to the best compared isomer or geometry (same formula, charge and spin): 17.0 kJ/mol
HOMO level (alpha / beta): -13.2 / -13.3 eV
Net charge: +2
Frontier orbital gap (alpha / beta): 6.96 / 7.00 eV

No. 3
The following is a quantum chemistry calculation of a molecular structure, C13H6ClF6N3O8PtS2, from the OMol25 dataset.

Last column: Löwdin spin population.
Element x y z (Å)
C -1.996 1.294 -1.470  0.09
O -1.959 3.217 -2.844  0.81
F 4.040 -1.704 -2.566  0.00
H -2.427 -3.811 2.856  0.00
C -4.602 1.396 -2.225  0.00
N -2.093 -0.443 -0.231  0.10
O 4.589 2.133 1.584  0.02
C -3.361 0.883 -1.527  0.02
C -0.402 -3.229 2.368  0.28
N -1.255 0.516 -0.725  0.04
Pt 1.319 1.569 -0.798  1.44
C -1.265 2.442 -2.096  0.08
C 2.243 1.468 2.689  0.00
O 2.495 3.009 0.517  0.15
C -1.572 -1.383 0.641  0.22
C -2.394 -2.258 1.416  0.07
N 2.915 0.621 0.253  0.08
O -0.068 2.667 -1.922  0.05
O -4.535 2.452 -3.016  0.05
F 0.963 1.330 2.313  0.01
C -1.809 -3.155 2.258  0.06
Cl -4.688 -1.246 -0.427  0.01
H 0.047 -3.950 3.039  0.01
C 3.395 -1.346 -1.488  0.00
S 3.249 1.941 1.199  0.01
H -3.663 2.863 -3.127  0.00
O 3.171 1.250 -2.089  0.15
F 2.352 2.425 3.573  0.00
C 0.418 -2.362 1.612  0.05
H 0.477 -0.807 0.181  0.01
S 3.861 0.410 -1.092  0.01
O 5.255 0.493 -0.917  0.02
H -3.465 -2.200 1.368  0.00
H 1.495 -2.427 1.699  0.00
C -0.146 -1.456 0.772  0.09
O -5.638 0.829 -2.045  0.01
F 2.680 0.320 3.164  0.00
F 2.071 -1.395 -1.703  0.01
C -3.391 -0.235 -0.728  0.02
F 3.695 -2.121 -0.466  0.00

Output
Spin multiplicity: 5
Total energy: -3239.366014 a.u.
Energy relative to the best compared isomer or geometry (same formula, charge and spin): 53.7 kJ/mol
HOMO level (alpha / beta): -16.2 / -16.8 eV
Net charge: +2
Frontier orbital gap (alpha / beta): 7.95 / 5.18 eV

No. 4
The following is a quantum chemistry calculation of 40 unconnected molecules or ions with the total composition H80O40, from the OMol25 dataset.

Last column: Mulliken charge in e.
Element x y z (Å)
H 1.596 0.081 -4.636  0.23
H 4.717 2.919 -1.698  0.31
H 1.977 1.739 0.563  -0.10
H 4.944 2.491 -3.158  0.32
H -2.556 3.339 1.161  0.40
H 5.856 -0.910 0.257  0.27
H 2.016 2.357 -4.842  0.27
H -0.778 4.177 -3.517  0.34
O 5.403 2.823 -2.373  -0.65
H -4.886 0.001 -4.037  0.28
H -2.116 -0.956 -0.562  -0.02
H 2.856 -2.308 -1.337  0.04
O 5.807 1.813 1.319  -0.65
H -4.280 -0.892 2.084  0.17
H 0.394 -1.250 1.680  -0.38
H -2.014 2.309 2.522  0.00
H 5.965 1.605 0.392  0.36
O 1.156 4.537 0.205  -0.60
H -4.441 -1.227 -3.283  0.28
O 3.211 4.416 2.516  -0.70
O 0.898 1.071 2.416  -0.50
H 4.924 2.168 1.471  0.22
H 2.257 -1.169 -4.175  0.25
O -3.396 4.162 -2.853  -0.60
O 2.022 -2.057 -0.868  -0.67
H -4.199 1.598 2.019  0.22
O -0.088 -2.809 -3.327  -0.65
O 2.416 -3.743 1.123  -0.61
H 2.582 -3.430 2.029  0.38
O 3.837 0.079 4.766  -0.59
O -0.106 1.908 0.209  1.79
H -2.165 -3.613 -5.438  0.32
H -0.614 0.168 -1.640  0.12
O 0.981 -2.377 3.304  -0.59
O -2.608 -4.080 -4.724  -0.62
O -3.809 1.549 -1.350  -0.53
O 0.326 -0.980 0.744  2.02
H 5.458 -1.053 -2.000  0.28
H 0.095 -2.566 2.979  0.24
H -5.001 0.707 3.023  0.43
H 0.678 -6.088 1.303  0.28
O -1.513 -5.073 3.388  -0.58
H 1.184 -1.736 3.989  0.18
H 1.732 -0.214 -2.296  -0.05
H -3.211 3.933 -3.766  0.28
O -0.194 4.076 -4.276  -0.63
O -2.044 3.217 2.851  -0.71
H -4.513 1.101 -0.810  0.20
H -4.769 -0.850 -0.413  0.29
H 1.598 -1.955 -1.740  0.14
H -1.883 -0.627 -2.946  0.11
O 3.519 -0.358 1.632  -0.24
H 2.467 -0.102 -0.956  -0.06
H -0.696 -3.545 -3.215  0.30
H 2.691 4.217 1.710  0.36
H -1.499 0.289 0.864  -0.27
H -0.106 -4.317 -0.529  0.30
O 6.599 -0.859 0.842  -0.64
H -1.817 1.438 -1.914  -0.14
O 2.834 2.165 0.527  0.19
H -1.666 -2.441 -0.110  0.23
O -2.455 0.540 3.746  -0.68
H -3.943 0.879 -2.055  0.25
H 1.233 -0.703 0.559  -0.66
O -1.472 0.551 -1.815  0.56
H 0.058 -0.968 5.423  0.30
H -0.546 -1.966 -3.256  0.34
H 0.350 1.860 2.485  0.48
H 2.881 0.295 4.826  0.29
H -0.682 -5.544 3.225  0.38
H 2.374 -2.855 0.709  0.07
O 0.941 -6.196 2.220  -0.68
H 3.327 3.487 2.766  0.34
H 3.210 1.892 -0.316  0.02
H -4.840 -2.094 2.468  0.32
H 1.989 4.381 -0.263  0.36
O -4.951 -0.416 -3.172  -0.62
O 5.038 -1.812 -2.418  -0.54
H 1.413 4.039 0.987  0.09
H 0.647 -1.715 6.810  0.31
H -2.197 -5.625 3.001  0.27
O -4.557 -1.285 2.932  -0.64
H -3.326 -3.514 -4.424  0.30
H 3.251 -0.776 2.459  0.03
O -5.608 -0.351 -0.345  -0.71
O -2.231 -0.814 -3.851  -0.56
H 3.848 -0.505 5.538  0.30
H 0.571 0.637 1.555  -0.42
O 0.643 -1.000 6.177  -0.63
H -5.984 -0.537 -1.218  0.30
O 1.487 -0.618 -3.978  -0.48
O -2.401 -1.845 -0.359  -0.31
O -2.537 3.219 0.194  -0.68
H -2.876 1.004 0.463  -0.12
H 1.746 1.884 -3.330  0.30
H -2.069 -0.330 3.599  0.35
O -0.793 4.827 -1.800  -0.60
O -4.860 1.607 2.709  -0.69
H -2.791 0.909 2.901  -0.25
H 0.401 -3.036 -0.725  -0.11
H -0.942 2.380 0.302  -0.48
O -0.183 -3.472 -0.053  -0.34
H 0.198 1.847 -0.697  -0.46
H -1.942 3.182 3.807  0.42
H -3.510 -4.707 0.816  0.31
H 6.869 -0.244 1.515  0.33
O -2.467 0.330 1.031  1.76
H -1.801 -0.225 -4.479  0.27
H 4.372 0.042 1.851  0.28
H -3.846 3.453 -2.370  0.30
H 0.316 4.815 -4.602  0.26
H -2.516 -3.668 1.002  0.17
H -1.249 5.631 -1.549  0.26
H 5.736 -2.355 -2.795  0.27
H -3.055 3.881 -0.272  0.25
O -3.215 -4.094 1.512  -0.66
H -1.054 4.104 -1.226  0.19
O 2.127 0.436 -1.687  -0.06
O 2.296 1.792 -4.116  -0.63
H 1.550 -5.505 2.488  0.34

Output
Spin multiplicity: 1
Total energy: -3057.434358 a.u.
Energy relative to the best compared isomer or geometry (same formula, charge and spin): 848.0 kJ/mol
HOMO level: -10.4 eV
Net charge: 0
Frontier orbital gap: 9.76 eV

No. 5
The following is a quantum chemistry calculation of 2 unconnected molecules or ions with the total composition C5H16N7, from the OMol25 dataset.

Last column: Mulliken charge in e.
Element x y z (Å)
H -0.252 2.590 -0.425  0.18
H 3.960 -0.597 0.774  0.24
H 1.356 -2.213 -0.289  0.26
H 3.572 1.044 1.101  0.23
N 0.560 1.260 1.419  -0.44
H 0.493 0.420 2.069  0.33
H 4.503 0.770 -0.097  0.22
N -2.318 0.488 0.383  0.05
N -0.467 1.370 -2.040  -0.62
N 1.361 -1.200 -0.145  -0.36
C -1.070 -1.361 0.100  0.78
N 3.742 0.295 0.435  -0.82
H -4.383 0.302 0.279  0.33
C 0.145 0.842 0.188  0.74
N -0.164 1.700 -0.747  0.17
N -2.222 -0.741 0.167  -0.45
H -0.535 0.311 -2.099  0.34
C 0.128 -0.618 -0.002  -0.35
H -3.531 1.035 1.649  0.37
H 0.167 2.091 1.741  0.22
C -0.944 -2.821 0.145  -1.52
H -0.820 -3.289 -0.832  0.26
H -3.615 1.920 0.061  0.26
H -1.283 1.979 -2.418  0.30
H 2.201 -0.670 0.113  0.29
C -3.693 0.997 0.624  -0.89
H -1.783 -3.181 0.730  0.39
H -0.120 -2.872 0.864  0.48

Output
Spin multiplicity: 1
Total energy: -583.033548 a.u.
Energy relative to the best compared isomer or geometry (same formula, charge and spin): 173.7 kJ/mol
HOMO level: -11.5 eV
Net charge: +1
Frontier orbital gap: 8.08 eV